{"formula": "C13H42MnO13", "method": "ωB97M-V with the def2-TZVPD basis set", "gap_ev": [9.220, 8.750], "multiplicity": 6, "energy_ev": -72099.3712, "max_force_ev_per_a": 1.75, "lumo_ev": [-0.53, -1.00], "relative_energy_kcal_mol": 0.0, "homo_ha": [-0.35831, -0.35836], "s_squared": 8.75, "elements": ["Mn", "C", "C", "O", "O", "H", "H", "H", "C", "C", "O", "O", "H", "H", "H", "C", "O", "H", "H", "H", "H", "C", "O", "H", "H", "H", "H", "C", "O", "H", "H", "H", "H", "C", "O", "H", "H", "H", "H", "C", "O", "H", "H", "H", "H", "C", "O", "H", "H", "H", "H", "C", "O", "H", "H", "H", "H", "C", "O", "H", "H", "H", "H", "C", "O", "H", "H", "H", "H"], "coordinates": [[-0.1478, 2.5606, 0.9706], [0.0101, 2.3519, 5.0295], [-0.0843, 2.5201, 3.5451], [-0.9948, 3.2025, 3.0417], [0.7271, 1.8990, 2.7856], [-0.4546, 3.2033, 5.5197], [1.0511, 2.3091, 5.3482], [-0.4769, 1.4201, 5.3110], [-0.3880, -0.6287, -1.5445], [-0.2143, 0.4657, -0.5535], [0.1646, 1.6157, -0.9765], [-0.3547, 0.2871, 0.6766], [-0.9406, -0.2612, -2.4102], [-0.8794, -1.5074, -1.1401], [0.6050, -0.9028, -1.9090], [1.4036, 3.5355, -3.7963], [0.8620, 2.2252, -3.7315], [2.4490, 3.5634, -3.4661], [1.3809, 3.8623, -4.8353], [0.8271, 4.2493, -3.1995], [0.6655, 2.0358, -2.8037], [-2.9444, -4.2753, -2.5841], [-3.4833, -5.0266, -1.5059], [-2.2123, -3.5749, -2.1901], [-2.4512, -4.9065, -3.3312], [-3.7225, -3.7036, -3.1024], [-4.2607, -5.4937, -1.8223], [3.6250, 1.5853, -1.5565], [3.8241, 2.9139, -1.1019], [4.2203, 0.8065, -1.0718], [2.5790, 1.2728, -1.4813], [3.8651, 1.5419, -2.6196], [3.1600, 3.0688, -0.4276], [3.0563, -0.8120, 1.3515], [2.2774, -0.6262, 2.5106], [3.2821, -1.8792, 1.2853], [2.5051, -0.5797, 0.4298], [4.0016, -0.2639, 1.3642], [1.7676, 0.1876, 2.4413], [-3.5379, -0.8529, 0.4635], [-4.1057, 0.3858, -0.0141], [-3.7348, -1.6742, -0.2280], [-2.4563, -0.7597, 0.5362], [-3.8700, -1.0818, 1.4742], [-4.8923, 0.1574, -0.5126], [-3.1523, 3.5791, 0.9372], [-2.3061, 2.4971, 0.5232], [-2.6189, 4.5181, 0.8013], [-4.0600, 3.5809, 0.3360], [-3.3940, 3.4914, 1.9965], [-2.9132, 1.7372, 0.4722], [-0.9808, -1.5622, 3.8537], [-1.7056, -0.6983, 2.9779], [0.0378, -1.2037, 4.0310], [-1.4971, -1.5993, 4.8139], [-0.9180, -2.5850, 3.4676], [-1.0717, -0.4044, 2.3082], [2.8956, -1.5097, -3.6515], [4.2360, -1.0667, -3.4505], [2.7554, -1.9088, -4.6627], [2.7096, -2.3167, -2.9489], [2.1858, -0.6864, -3.5256], [4.4388, -0.4486, -4.1586], [0.3708, -2.9930, 0.6828], [1.1915, -3.4857, 1.7205], [0.9633, -2.5882, -0.1482], [-0.2348, -3.8265, 0.3302], [-0.3024, -2.1984, 1.0281], [1.6675, -2.7383, 2.0964]], "forces_ev_per_a": [[-0.90, -1.41, 0.53], [0.37, 0.31, 0.13], [-0.15, -0.54, 0.24], [-0.12, 0.78, -0.71], [0.78, 0.16, -0.43], [-0.22, -0.14, 0.04], [0.00, -0.16, -0.11], [-0.09, 0.00, 0.02], [-0.11, -0.11, -0.60], [0.55, 0.35, 0.29], [-0.04, 0.44, 0.24], [-0.22, 0.18, -0.11], [0.01, 0.05, 0.03], [0.02, 0.07, 0.14], [-0.04, -0.05, 0.04], [0.20, -0.10, -0.06], [0.04, 0.14, -0.03], [-0.10, 0.00, 0.08], [-0.09, -0.03, -0.01], [-0.02, 0.00, -0.01], [-0.07, -0.09, 0.07], [-0.26, -0.05, -0.30], [0.13, 0.16, -0.03], [0.02, -0.04, 0.14], [0.03, -0.04, 0.12], [0.06, 0.05, 0.07], [0.03, -0.05, 0.01], [-0.33, -0.60, -0.75], [-0.07, -0.21, 0.21], [0.24, 0.38, 0.27], [0.00, 0.15, 0.07], [0.10, 0.12, 0.05], [0.13, 0.16, 0.13], [-0.05, -0.41, -0.45], [-0.03, -0.24, 0.08], [0.23, 0.09, 0.02], [0.05, 0.20, 0.13], [-0.06, 0.12, 0.06], [-0.11, 0.25, 0.13], [0.29, -0.11, 0.06], [0.36, -0.39, 0.12], [-0.22, 0.01, 0.07], [-0.10, 0.27, -0.10], [-0.25, -0.05, -0.09], [-0.08, 0.25, 0.00], [0.05, 0.18, 0.26], [-0.29, 0.44, 0.06], [0.01, -0.02, -0.12], [0.00, 0.06, -0.02], [-0.02, -0.06, -0.04], [0.33, -0.39, -0.28], [-0.04, -0.04, 0.14], [0.44, -0.12, 0.25], [-0.04, 0.01, -0.05], [-0.07, 0.06, -0.06], [0.00, 0.08, -0.07], [-0.22, 0.03, -0.07], [0.22, 0.14, -0.40], [-0.21, -0.09, -0.05], [0.02, -0.03, 0.07], [-0.07, 0.07, 0.16], [-0.05, -0.07, 0.15], [0.08, 0.02, 0.05], [-0.04, 0.12, 0.12], [0.02, -0.11, -0.01], [-0.02, -0.14, 0.03], [0.02, -0.02, -0.11], [0.07, -0.11, 0.00], [-0.11, 0.15, 0.21]], "lowdin_spin": [4.76, 0.00, 0.02, 0.03, 0.05, 0.00, 0.00, 0.00, 0.00, 0.01, 0.03, 0.04, 0.00, 0.00, 0.00, 0.00, 0.00, 0.00, 0.00, 0.00, 0.00, 0.00, 0.00, 0.00, 0.00, 0.00, 0.00, 0.00, 0.00, 0.00, 0.00, 0.00, 0.00, 0.00, 0.00, 0.00, 0.00, 0.00, 0.00, 0.00, 0.00, 0.00, 0.00, 0.00, 0.00, 0.01, 0.04, 0.00, 0.00, 0.00, 0.00, 0.00, 0.00, 0.00, 0.00, 0.00, 0.00, 0.00, 0.00, 0.00, 0.00, 0.00, 0.00, 0.00, 0.00, 0.00, 0.00, 0.00, 0.00]}